Below is a cluster of 2 separate species, C2H4ClFS in total in a non-equilibrium geometry, with properties calculated with ωB97M-V/def2-TZVPD.

As for the max |F|: 0.058 Eh/bohr. The total charge is 0. The energy above the lowest of the compared OMol25 structures with the same formula, charge and spin is 420.26 kJ/mol.

```
9
C2H4ClFS ωB97M-V/def2-TZVPD
C -0.91 0.37 0.19
C 2.04 0.03 0.38
F 2.55 -0.15 1.70
S 2.42 -1.45 -0.41
Cl 2.62 1.62 -0.13
H -0.40 -0.40 0.85
H -1.00 1.47 0.38
H -0.92 0.00 -0.86
H 2.21 -0.99 -1.71
```